(1)
Molecular formula: C10H20DyN2O2S3
Method: DFT, ωB97M-V with the def2-TZVPD basis set

Element x y z (Å)
Dy1 -0.58517 -0.57333 -0.97282
S1 0.28227 -3.31534 -0.35441
S2 0.30726 1.94496 -1.40483
S3 -2.77996 0.87430 -1.79832
O1 -2.42893 0.10568 -0.21100
O2 -2.35128 -1.36560 -0.47151
N1 -0.09538 -0.64635 1.48328
N2 1.97546 -0.74890 -0.45737
C1 2.04648 -3.23862 -0.74088
C2 -0.47746 -1.95657 2.04807
C3 -2.43687 2.48888 -1.45567
C4 2.33634 -0.73219 0.97588
C5 -0.87680 4.38876 -1.12890
C6 -3.62137 3.42691 -1.25344
C7 0.23501 -3.17071 1.46328
C8 2.56595 -1.87451 -1.19883
C9 -1.12471 2.92319 -1.35961
C10 1.23970 -0.12804 1.82965
H1 -0.04325 4.71744 -1.74856
H2 3.65902 -1.88331 -1.12471
H3 2.22540 -3.96637 -1.53090
H4 -0.27415 -4.05880 1.83380
H5 -3.72817 4.12683 -2.08498
H6 1.46838 -0.29031 2.88801
H7 2.30071 0.11178 -0.88679
H8 -0.57568 4.54304 -0.08895
H9 1.21120 0.94968 1.66983
H10 -1.74464 5.00730 -1.33079
H11 -4.55035 2.86546 -1.18069
H12 -1.54920 -2.05027 1.88928
H13 1.26495 -3.25565 1.80403
H14 -0.78207 0.01953 1.81952
H15 -0.30843 -1.97132 3.13006
H16 2.55313 -1.75489 1.27648
H17 -3.52498 4.01088 -0.33808
H18 2.58151 -3.61650 0.12987
H19 3.26616 -0.18229 1.13849
H20 2.33990 -1.72476 -2.25747

Its HOMO energy (spin up / spin down) is -0.4149 / -0.4150 Ha. The net charge is +1. Its expectation value of S² is 9.351. For the molecular weight, the calculation gives 458.98 g/mol. The spin multiplicity is 6. The value obtained for the energy above the lowest of the compared OMol25 structures with the same formula, charge and spin is 0.00 kJ/mol. The value obtained for the strongest force on any atom is 0.072 hartree/bohr.

***

(2)
Molecular formula: C5H8O
Method: DFT, ωB97M-V with the def2-TZVPD basis set

Element x y z (Å)
O1 2.68138 -0.97762 0.09046
C1 0.89016 0.57944 -0.20976
C2 -0.21182 1.22543 0.59930
C3 -0.57405 0.37719 -0.56946
C4 -1.24000 -0.97421 -0.42898
C5 1.62131 -0.52910 0.45446
H1 1.11938 -0.92539 1.36680
H2 -0.87430 0.92971 -1.45822
H3 -0.94706 -1.47943 0.49638
H4 -2.33002 -0.87276 -0.41905
H5 -0.37272 0.80521 1.59127
H6 1.49241 1.17982 -0.88670
H7 -0.33441 2.30217 0.54372
H8 -0.96745 -1.62871 -1.26445

Its HOMO energy is -0.3586 Ha. The SMILES is C[C@H]1C[C@H]1C=O. For the molecular weight, the calculation gives 84.12 g/mol. The value obtained for the energy above the lowest of the compared OMol25 structures with the same formula, charge and spin is 111.27 kJ/mol. The value obtained for the strongest force on any atom is 0.007 hartree/bohr.